# C16H46FeO8

A structure of composition C16H46FeO8 in a non-equilibrium geometry (ωB97M-V with the def2-TZVPD basis set, OMol25).

Last column: Mulliken spin population.
CARTESIAN COORDINATES (ANGSTROEM)
Fe1 38.34 -2.39 19.23  5.521
O1 38.49 -1.77 21.22  0.455
O2 36.70 -3.60 20.05  -0.057
O3 33.26 -3.20 14.95  0.000
O4 39.70 2.69 17.35  0.000
O5 30.08 2.26 20.66  0.000
O6 31.48 -3.73 23.16  0.000
O7 36.84 -1.06 18.80  -0.023
O8 36.98 4.28 19.18  0.000
C1 33.00 -2.13 15.82  0.000
C2 34.79 4.71 20.21  0.000
C3 32.26 -2.97 24.05  0.000
C4 33.97 -0.95 15.39  -0.001
C5 32.13 2.15 21.75  0.000
C6 35.79 -0.17 18.83  0.000
C7 37.09 -1.86 23.25  0.035
C8 36.55 -4.92 20.39  0.002
C9 34.82 -0.20 20.00  0.010
C10 36.36 -5.21 21.90  0.000
C11 38.93 3.22 16.30  0.000
C12 31.04 1.38 21.06  0.000
C13 35.52 4.35 18.97  0.000
C14 37.87 2.23 15.87  -0.001
C15 33.31 -2.21 23.23  -0.002
C16 38.44 -1.61 22.63  -0.020
H1 31.56 0.76 20.33  0.000
H2 33.96 0.44 19.77  0.000
H3 37.48 -5.40 20.08  0.005
H4 36.30 -1.13 23.07  -0.001
H5 31.97 -1.77 15.80  0.000
H6 32.92 1.44 21.99  0.000
H7 35.41 -4.76 22.21  0.001
H8 35.25 5.59 20.67  0.000
H9 30.75 0.66 21.83  0.000
H10 33.91 -0.71 14.33  0.000
H11 35.75 -5.33 19.78  -0.004
H12 31.72 2.68 22.61  0.000
H13 33.73 4.87 20.01  0.000
H14 32.57 2.94 21.15  0.000
H15 35.40 5.24 18.34  0.000
H16 34.08 -1.77 23.86  0.000
H17 34.31 -1.16 20.11  0.002
H18 37.25 -1.83 24.32  0.003
H19 34.85 3.94 20.98  0.000
H20 38.30 1.29 15.52  0.001
H21 33.16 -2.46 16.85  0.000
H22 38.76 -0.58 22.79  0.038
H23 40.63 2.88 17.17  0.000
H24 32.82 -3.54 24.79  0.000
H25 33.57 0.02 15.69  0.000
H26 37.12 2.02 16.64  0.000
H27 35.19 -0.27 17.92  0.011
H28 31.70 -2.23 24.62  0.000
H29 30.85 -4.23 23.70  0.000
H30 37.38 2.63 14.99  0.000
H31 39.14 -2.29 23.12  0.001
H32 37.24 5.21 19.27  0.000
H33 36.59 -2.81 23.09  -0.005
H34 33.96 -3.77 15.25  0.000
H35 35.11 3.49 18.44  0.000
H36 35.21 0.03 20.99  0.000
H37 35.78 -3.37 19.88  0.021
H38 32.90 -1.41 22.61  0.000
H39 39.57 3.52 15.47  0.000
H40 36.20 0.84 18.88  0.003
H41 33.92 -2.77 22.53  0.001
H42 36.20 -6.29 21.87  0.001
H43 35.00 -1.08 15.71  0.001
H44 29.39 1.77 20.20  0.000
H45 37.21 -4.89 22.51  0.001
H46 38.46 4.11 16.71  0.000

Calculated values
HOMO energy (alpha / beta), eV: -6.4 / -8.5
M, g/mol: 422.38
2S+1: 7
⟨S²⟩: 12.019
Energy, Ha: -2502.52766
Kohn-Sham gap (alpha / beta), eV: 6.77 / 6.63

=====

# C16H46N4O6Pb

A structure of composition C16H46N4O6Pb in a non-equilibrium geometry (ωB97M-V with the def2-TZVPD basis set, OMol25).

Last column: Löwdin charge in e.
CARTESIAN COORDINATES (ANGSTROEM)
Pb1 -0.72 0.01 0.27  1.450
O1 -3.06 0.95 -5.03  -0.192
O2 -3.07 0.92 1.17  -0.319
O3 -0.50 2.26 -0.67  -0.547
O4 -1.26 -2.38 0.39  -0.549
O5 3.77 -2.10 -0.58  -0.182
O6 4.07 1.63 2.73  -0.200
N1 1.43 -0.44 -1.18  -0.030
N2 1.43 1.08 1.58  -0.020
N3 -2.30 0.39 -1.98  -0.017
N4 -1.26 -0.79 2.79  -0.050
C1 2.35 -0.67 2.98  -0.061
C2 -2.45 0.73 4.31  -0.050
C3 -1.99 -0.30 -3.25  -0.404
C4 2.28 -1.82 -3.06  -0.049
C5 4.58 -2.79 0.31  -0.126
C6 -3.02 -1.40 -3.49  -0.044
C7 -4.11 1.59 0.46  -0.079
C8 1.85 0.77 2.98  -0.406
C9 4.97 2.72 2.93  -0.087
C10 -1.83 0.76 -4.37  -0.212
C11 2.89 1.78 3.49  -0.207
C12 2.45 -2.59 -0.64  -0.203
C13 -3.04 2.12 -5.84  -0.102
C14 1.66 -1.81 -1.66  -0.421
C15 -2.61 -0.39 3.26  -0.407
C16 -3.52 -0.07 2.08  -0.217
H1 1.21 2.09 1.64  0.077
H2 0.18 2.36 -1.35  -0.101
H3 2.34 1.19 1.11  0.078
H4 -0.62 -1.15 3.50  0.073
H5 2.93 -0.86 3.90  0.087
H6 -2.85 -1.76 -4.51  0.084
H7 -4.01 -0.98 -3.37  0.080
H8 -3.44 1.08 4.60  0.076
H9 -0.99 -0.75 -3.20  0.117
H10 4.27 -2.70 1.36  0.078
H11 -1.39 -1.66 2.25  0.023
H12 -3.22 0.81 -2.08  0.069
H13 4.53 3.66 2.59  0.088
H14 -4.94 1.94 1.08  0.092
H15 0.69 -2.33 -1.72  0.124
H16 2.46 -3.67 -0.80  0.137
H17 0.96 0.72 3.60  0.121
H18 1.94 -2.39 0.32  0.122
H19 1.73 -1.25 -3.80  0.067
H20 2.31 0.04 -0.97  0.090
H21 3.28 -1.39 -2.95  0.078
H22 4.59 -3.88 0.15  0.089
H23 -1.07 0.39 -5.08  0.122
H24 3.05 1.55 4.55  0.131
H25 1.57 -1.43 2.95  0.068
H26 -1.90 1.55 3.86  0.079
H27 -1.40 1.70 -4.00  0.122
H28 3.10 -0.87 2.22  0.065
H29 -3.58 2.37 -0.07  0.095
H30 -1.96 0.33 5.20  0.074
H31 -1.65 1.16 -1.75  -0.019
H32 -3.90 2.11 -6.51  0.085
H33 -3.63 -1.02 1.54  0.126
H34 1.11 0.14 -1.96  0.065
H35 5.81 2.51 2.28  0.089
H36 -2.87 -2.25 -2.82  0.074
H37 5.62 -2.46 0.25  0.089
H38 -4.53 0.16 2.44  0.127
H39 5.23 2.74 3.99  0.089
H40 -4.50 0.87 -0.27  0.083
H41 -3.02 -1.29 3.72  0.139
H42 -2.05 -2.60 -0.11  -0.103
H43 -2.12 2.16 -6.41  0.086
H44 2.48 2.76 3.25  0.125
H45 2.42 -2.84 -3.43  0.083
H46 -3.15 2.99 -5.18  0.090

Calculated values
HOMO energy, eV: -6.8
M, g/mol: 597.77
Energy, Ha: -1500.42013
Kohn-Sham gap, eV: 7.46

=====

# C16H46N6O6P2S

A cluster of 3 separate species, C16H46N6O6P2S in total in a non-equilibrium geometry (ωB97M-V with the def2-TZVPD basis set, OMol25).

Last column: Löwdin charge in e.
CARTESIAN COORDINATES (ANGSTROEM)
S1 -0.02 3.32 -0.56  0.942
P1 -3.36 4.36 2.51  0.617
P2 2.76 -4.74 -1.84  0.675
O1 0.01 1.87 -1.33  -0.340
O2 2.43 -3.61 -0.91  -0.292
O3 0.59 3.15 0.73  -0.375
O4 -3.66 3.91 1.13  -0.291
O5 1.01 4.24 -1.41  -0.362
O6 1.17 1.08 -0.97  -0.121
N1 -2.51 5.46 3.42  -0.312
N2 -2.80 2.97 3.34  -0.318
N3 -4.91 4.95 3.01  -0.311
N4 4.11 -3.91 -2.59  -0.321
N5 3.15 -6.04 -0.79  -0.335
N6 2.59 -5.68 -3.21  -0.318
C1 -2.76 6.88 3.20  -0.116
C2 2.34 -5.02 -4.48  -0.116
C3 2.03 -6.40 0.07  -0.138
C4 4.42 -6.12 -0.11  -0.120
C5 4.04 -2.46 -2.62  -0.150
C6 -1.37 -0.80 -2.29  -0.108
C7 -5.81 5.34 1.94  -0.144
C8 5.48 -4.37 -2.52  -0.142
C9 -0.22 -0.89 -1.27  -0.214
C10 1.02 -0.11 -1.75  -0.183
C11 2.81 -7.12 -3.31  -0.099
C12 -1.62 5.16 4.54  -0.098
C13 0.68 4.35 -2.80  -0.124
C14 -5.63 4.45 4.16  -0.142
C15 -3.70 2.01 3.95  -0.123
C16 -1.70 2.34 2.62  -0.138
H1 -2.02 1.90 1.67  0.079
H2 -5.27 5.83 1.13  0.066
H3 1.57 -5.53 -5.05  0.081
H4 1.91 -0.72 -1.64  0.104
H5 5.91 -4.23 -1.52  0.077
H6 4.61 -5.27 0.57  0.092
H7 -6.54 6.06 2.33  0.079
H8 -0.88 4.41 4.30  0.071
H9 3.88 -7.36 -3.22  0.080
H10 -4.28 2.46 4.75  0.050
H11 1.61 4.57 -3.32  0.090
H12 4.66 -2.06 -3.42  0.083
H13 -3.26 7.04 2.25  0.073
H14 -0.01 5.17 -2.99  0.086
H15 2.27 -7.68 -2.56  0.072
H16 -1.08 6.07 4.82  0.080
H17 -1.71 0.23 -2.35  0.063
H18 0.04 -1.94 -1.17  0.091
H19 5.56 -5.42 -2.80  0.071
H20 -4.38 1.54 3.23  0.091
H21 -6.04 3.44 4.00  0.075
H22 -2.23 -1.40 -1.98  0.069
H23 -1.82 7.44 3.17  0.080
H24 6.09 -3.81 -3.23  0.079
H25 0.27 3.43 -3.21  0.074
H26 4.44 -7.04 0.48  0.082
H27 3.02 -2.12 -2.81  0.045
H28 -0.54 -0.48 -0.32  0.111
H29 1.79 -5.62 0.80  0.080
H30 2.00 -4.00 -4.33  0.073
H31 -5.00 4.45 5.05  0.076
H32 -1.01 -1.10 -3.27  0.070
H33 -6.36 4.49 1.51  0.083
H34 -3.11 1.23 4.42  0.081
H35 2.46 -7.47 -4.28  0.080
H36 -3.39 7.29 3.99  0.087
H37 -1.25 1.55 3.23  0.089
H38 -0.92 3.06 2.41  0.044
H39 2.25 -7.32 0.60  0.080
H40 -2.19 4.82 5.41  0.080
H41 4.37 -2.01 -1.67  0.087
H42 0.83 0.19 -2.78  0.118
H43 1.13 -6.58 -0.53  0.077
H44 -6.47 5.12 4.38  0.078
H45 3.26 -4.98 -5.08  0.089
H46 5.25 -6.21 -0.81  0.053

Calculated values
HOMO energy, eV: -8.1
M, g/mol: 512.59
Energy, Ha: -2497.91304
Kohn-Sham gap, eV: 8.72

=====

# C16H47GeI2N2O2RhSbSeSi3

A structure of composition C16H47GeI2N2O2RhSbSeSi3 (ωB97M-V with the def2-TZVPD basis set, OMol25).

Last column: Mulliken spin population.
CARTESIAN COORDINATES (ANGSTROEM)
I1 -4.98 0.89 -0.11  0.960
I2 -1.58 0.61 1.19  0.225
Sb1 0.72 2.02 0.39  0.064
Rh1 0.24 -0.77 -0.17  2.096
Se1 -1.46 -2.42 -1.16  0.286
Ge1 -3.87 -4.49 -0.26  0.007
Si1 0.07 3.73 2.43  0.031
Si2 3.62 1.84 0.03  0.038
Si3 -0.18 2.74 -1.95  0.011
O1 2.32 -1.16 -0.21  0.092
O2 3.95 -2.60 0.01  0.005
N1 0.67 -2.53 1.39  0.077
N2 1.98 -2.97 1.12  0.004
C1 3.93 1.12 -1.63  0.014
C2 -2.00 3.07 -1.82  0.005
C3 0.19 1.24 -3.02  0.021
C4 2.74 -2.23 0.29  0.004
C5 -2.68 -5.83 0.50  -0.001
C6 1.19 5.19 2.18  0.005
C7 -5.56 -4.32 0.67  0.003
C8 -1.72 4.13 2.13  0.013
C9 -2.46 -1.53 -2.57  0.015
C10 -2.90 -2.74 0.10  0.021
C11 0.45 2.69 3.92  0.005
C12 4.22 0.96 1.55  0.008
C13 3.65 3.68 0.08  0.020
C14 0.82 4.24 -2.44  0.001
C15 4.52 -3.84 0.52  0.005
C16 -4.07 -4.72 -2.18  0.010
H1 0.02 -3.30 1.25  -0.006
H2 2.21 5.00 2.53  0.000
H3 -1.79 -1.41 -3.43  -0.001
H4 -4.77 -4.00 -2.61  -0.001
H5 3.03 4.16 -0.68  -0.003
H6 1.25 1.17 -3.28  -0.001
H7 -1.98 4.14 1.07  -0.002
H8 -2.83 -0.57 -2.21  -0.001
H9 3.44 4.10 1.06  -0.004
H10 -2.23 3.85 -1.10  -0.002
H11 -4.47 -5.72 -2.39  0.000
H12 4.99 0.82 -1.65  0.004
H13 3.56 0.15 1.86  0.001
H14 0.30 4.76 -3.24  0.000
H15 3.35 0.23 -1.86  -0.003
H16 -1.91 5.13 2.52  0.002
H17 -0.07 1.73 3.90  -0.002
H18 2.32 -3.81 1.56  -0.001
H19 1.22 5.54 1.15  0.000
H20 0.80 6.02 2.78  0.001
H21 -2.36 3.40 -2.79  0.001
H22 0.60 -2.22 2.36  -0.005
H23 -2.40 3.45 2.65  -0.002
H24 -1.67 -5.76 0.09  0.001
H25 -3.55 -1.87 0.08  -0.015
H26 5.21 0.54 1.36  0.002
H27 -3.11 -4.66 -2.71  -0.003
H28 1.52 2.52 4.02  0.000
H29 4.30 1.67 2.37  0.000
H30 5.52 -3.87 0.11  0.000
H31 -3.04 -6.84 0.28  0.001
H32 -2.63 -5.74 1.59  0.001
H33 4.69 3.94 -0.17  0.006
H34 0.92 4.95 -1.62  0.001
H35 0.11 3.22 4.81  0.001
H36 -6.16 -3.52 0.23  0.000
H37 -2.44 -2.79 1.09  0.000
H38 3.94 -4.68 0.16  -0.001
H39 1.81 3.98 -2.81  0.000
H40 3.79 1.87 -2.41  -0.002
H41 -0.38 1.30 -3.95  0.003
H42 4.57 -3.80 1.61  0.000
H43 -0.10 0.29 -2.54  -0.022
H44 -2.57 2.18 -1.55  0.002
H45 -6.13 -5.25 0.60  0.001
H46 -3.28 -2.19 -2.83  0.008
H47 -5.41 -4.11 1.72  0.000

Calculated values
Total charge: +3
HOMO energy (alpha / beta), eV: -16.3 / -16.6
M, g/mol: 1013.87
2S+1: 5
⟨S²⟩: 6.038
Energy, Ha: -7189.93503
Kohn-Sham gap (alpha / beta), eV: 6.76 / 5.66

=====

# C16H47NO13

A structure of composition C16H47NO13 in a non-equilibrium geometry (ωB97M-V with the def2-TZVPD basis set, OMol25).

Last column: Löwdin charge in e.
CARTESIAN COORDINATES (ANGSTROEM)
O1 -0.54 -1.00 1.52  -0.007
O2 0.89 0.91 -0.36  -0.143
O3 3.35 -0.73 -2.92  -0.036
O4 -2.22 -1.64 4.98  -0.075
O5 4.52 4.10 -0.53  -0.069
O6 0.49 2.73 0.04  0.072
O7 3.91 1.43 -1.45  -0.052
O8 -1.53 -2.58 -2.31  -0.181
O9 3.24 0.16 -0.08  -0.122
O10 -1.08 4.93 1.36  -0.065
O11 1.24 -0.29 1.35  -0.029
O12 4.29 -0.55 1.44  0.058
O13 -2.39 -1.76 2.08  -0.104
N1 -5.13 -3.55 -2.74  0.010
C1 -3.24 -0.94 4.23  -0.218
C2 2.99 2.51 -1.23  -0.232
C3 -1.23 -0.20 0.57  -0.125
C4 3.36 -0.65 2.45  -0.139
C5 -0.38 -3.14 -1.71  -0.099
C6 -4.28 -1.76 -1.28  -0.026
C7 -2.83 -0.68 2.80  -0.304
C8 2.56 -0.94 -0.66  -0.130
C9 3.35 3.41 -0.05  -0.199
C10 -2.63 -3.47 -2.46  -0.196
C11 -0.01 3.88 -0.58  -0.136
C12 -3.96 -2.70 -2.52  -0.393
C13 2.20 -0.74 -2.17  -0.223
C14 -0.30 0.15 -0.59  -0.110
C15 2.12 0.26 2.26  -0.103
C16 -1.35 4.42 0.02  -0.170
H1 2.56 4.10 0.25  0.095
H2 -0.07 -0.77 -1.14  0.077
H3 2.53 1.16 1.81  0.129
H4 -2.03 -0.84 0.19  0.117
H5 1.97 2.16 -1.05  0.081
H6 1.73 0.21 -2.42  0.130
H7 -2.70 -4.18 -1.63  0.123
H8 -3.40 0.05 4.67  0.114
H9 1.51 -1.52 -2.49  0.106
H10 3.88 -0.46 3.39  0.132
H11 2.85 3.16 -2.09  0.120
H12 3.04 -1.69 2.56  0.143
H13 4.32 4.81 -1.15  0.078
H14 3.16 -1.84 -0.56  0.147
H15 1.37 0.14 0.51  -0.053
H16 -5.28 -1.90 -0.87  0.067
H17 0.25 -3.64 -2.44  0.095
H18 0.65 1.84 -0.35  -0.272
H19 -4.00 -2.15 -3.46  0.126
H20 -2.07 -2.49 4.55  0.072
H21 -5.21 -4.15 -1.94  0.063
H22 3.33 -1.38 -3.64  0.097
H23 -0.55 -3.77 -0.84  0.101
H24 -1.96 -0.02 2.74  0.105
H25 -1.79 5.19 -0.61  0.121
H26 -3.65 -2.04 -0.44  0.051
H27 -2.46 -3.98 -3.41  0.121
H28 -0.13 3.66 -1.64  0.146
H29 -1.61 0.73 0.99  0.122
H30 0.09 -2.25 -1.28  0.037
H31 3.51 -0.08 0.81  -0.155
H32 -1.48 -1.60 1.81  -0.158
H33 1.59 0.58 3.15  0.156
H34 4.91 -1.29 1.48  0.170
H35 3.47 0.61 -1.21  -0.080
H36 3.68 2.73 0.73  0.116
H37 -3.66 -0.29 2.21  0.121
H38 0.38 -0.75 1.65  -0.205
H39 -4.16 -1.51 4.22  0.111
H40 0.73 4.68 -0.59  0.120
H41 -0.99 5.88 1.28  0.083
H42 -0.77 0.88 -1.24  0.147
H43 -4.18 -0.69 -1.49  0.069
H44 -5.06 -4.23 -3.48  0.063
H45 1.64 -1.09 -0.10  0.098
H46 -2.06 3.60 0.10  0.119
H47 0.76 2.88 0.95  0.177

Calculated values
HOMO energy, eV: -7.8
M, g/mol: 461.55
Energy, Ha: -1669.94034
Kohn-Sham gap, eV: 7.99

=====

# C16H48AsF6N5O4

A structure of composition C16H48AsF6N5O4 in a non-equilibrium geometry (ωB97M-V with the def2-TZVPD basis set, OMol25).

Last column: Löwdin charge in e.
CARTESIAN COORDINATES (ANGSTROEM)
As1 1.76 0.00 -4.27  0.695
F1 1.51 1.72 -4.46  -0.274
F2 3.41 0.21 -4.73  -0.257
F3 2.01 -1.71 -4.08  -0.263
F4 1.38 -0.18 -5.94  -0.247
F5 0.10 -0.23 -3.81  -0.261
F6 2.24 0.22 -2.60  -0.277
O1 -4.83 -1.06 1.85  -0.191
O2 3.57 -4.03 0.36  -0.181
O3 2.67 -1.59 3.75  -0.164
O4 -2.77 4.74 -2.07  -0.177
N1 -2.30 0.17 1.36  0.001
N2 0.89 -2.03 -1.27  0.028
N3 0.13 0.65 -0.11  0.220
N4 1.81 1.53 2.01  0.020
N5 0.48 3.04 -1.69  0.032
C1 -2.90 -1.55 -0.17  -0.051
C2 1.66 -2.71 -0.19  -0.396
C3 -0.49 4.12 -1.64  -0.423
C4 2.69 0.50 2.64  -0.396
C5 1.81 -0.60 3.20  -0.218
C6 0.01 5.35 -2.39  -0.051
C7 1.98 -2.76 4.07  -0.113
C8 3.56 1.12 3.73  -0.063
C9 -3.29 -0.14 0.26  -0.372
C10 2.68 -3.69 -0.70  -0.204
C11 -1.84 3.69 -2.19  -0.230
C12 -6.13 -1.13 2.40  -0.103
C13 -3.87 4.51 -2.93  -0.107
C14 0.59 -3.42 0.66  -0.060
C15 4.62 -4.85 -0.09  -0.126
C16 -4.69 -0.08 0.86  -0.229
H1 1.07 -0.92 2.45  0.107
H2 0.94 5.73 -1.95  0.076
H3 1.29 -2.64 4.93  0.092
H4 -5.41 -0.25 0.05  0.132
H5 -3.53 -1.86 -1.01  0.087
H6 1.57 -1.87 -2.03  0.034
H7 2.25 -4.63 -1.07  0.135
H8 4.31 -5.65 -0.76  0.089
H9 0.04 -4.10 0.01  0.084
H10 -1.72 3.35 -3.22  0.137
H11 3.41 0.12 1.90  0.147
H12 -2.62 -0.21 2.25  0.086
H13 2.70 -3.47 4.46  0.095
H14 1.30 3.32 -1.14  0.094
H15 0.14 5.15 -3.46  0.089
H16 1.10 -3.94 1.48  0.059
H17 -1.88 -1.62 -0.54  0.052
H18 -0.82 0.53 0.31  0.055
H19 -0.10 -2.75 1.18  0.062
H20 -4.61 5.27 -2.71  0.088
H21 5.10 -5.27 0.79  0.086
H22 -6.33 -0.36 3.16  0.090
H23 1.39 -3.24 3.28  0.061
H24 2.14 -1.94 0.42  0.129
H25 4.28 0.39 4.09  0.081
H26 -0.70 6.15 -2.19  0.077
H27 5.39 -4.26 -0.60  0.091
H28 -6.25 -2.11 2.84  0.090
H29 -3.05 -2.24 0.66  0.080
H30 -0.65 4.40 -0.59  0.141
H31 -2.18 2.83 -1.60  0.114
H32 -2.36 1.17 1.59  0.087
H33 0.16 1.50 -0.75  0.065
H34 1.20 -0.22 4.04  0.134
H35 0.28 -2.69 -1.75  0.091
H36 0.44 -0.21 -0.63  0.073
H37 -3.12 0.63 -0.50  0.128
H38 3.25 -3.27 -1.54  0.134
H39 -4.27 3.51 -2.72  0.086
H40 0.76 0.87 0.72  0.065
H41 -4.81 0.93 1.27  0.129
H42 -3.64 4.43 -4.00  0.093
H43 4.17 1.94 3.33  0.080
H44 2.37 2.08 1.36  0.093
H45 0.93 2.92 -2.59  0.075
H46 1.56 2.18 2.74  0.091
H47 -6.92 -0.97 1.66  0.089
H48 3.00 1.50 4.59  0.084

Calculated values
HOMO energy, eV: -9.8
M, g/mol: 563.50
Energy, Ha: -4048.19667
Kohn-Sham gap, eV: 9.81